The following is a quantum chemistry calculation of C3H4O3S in the gas phase, from OMol25.

ORCA input file:
```
! RIJCOSX wB97M-V def2-TZVPD def2/J DEFGRID3
* xyz 0 1
C 1.70 0.15 -0.17
C 0.31 0.87 0.40
C -2.18 -0.27 -0.27
H 0.37 -1.18 -0.88
H -0.33 1.63 -0.27
H 0.46 1.35 1.37
H -2.99 -1.08 -0.56
O 1.56 -1.11 -0.76
O 2.70 0.74 0.03
O -2.41 0.99 -0.64
S -0.71 -0.64 0.72
*
```

## Properties
LUMO level (eV): -0.383
Orbital gap (eV): 9.80
Structure (SMILES): O=CSCC(=O)O